# 1
ORCA calculation (the ωB97M-V functional and the def2-TZVPD basis) on the molecule C4H9N2O2 in a non-equilibrium geometry.

Cartesian coordinates (Å):
C (-0.26, -0.71, -0.62)
C (0.16, -0.69, 0.85)
C (-1.36, -1.08, 1.65)
O (-1.24, -1.13, 2.94)
N (-0.37, 0.68, -1.15)
C (0.66, 1.55, -1.27)
N (1.95, 1.13, -0.91)
O (0.59, 2.69, -1.71)
H (0.44, -1.24, -1.26)
H (-1.32, -0.93, -0.75)
H (0.84, -1.41, 1.28)
H (0.14, 0.35, 1.12)
H (-2.03, -0.35, 1.19)
H (-1.46, -2.12, 1.28)
H (-1.28, 1.01, -1.41)
H (2.60, 1.88, -0.97)
H (1.93, 0.37, -0.25)

Results
Kohn-Sham gap (alpha / beta): 10.429 / 7.838 eV
2S+1: 2
relative energy (zero: lowest compared OMol25 entry of this formula, charge and spin): 78.7 kJ/mol
max |F|: 3.55 eV Å⁻¹
charge: 0
M: 117.1 g mol⁻¹
HOMO (alpha / beta): -9.751 / -9.790 eV



# 2
ORCA calculation (the ωB97M-V functional and the def2-TZVPD basis) on a structure of composition C4H9N2O3 in a non-equilibrium geometry.

Cartesian coordinates (Å):
C (0.30, -0.94, 1.61)
C (-0.43, 1.88, 0.57)
C (0.37, 0.96, -0.31)
C (0.02, -0.49, 0.09)
N (0.44, -2.70, -1.38)
N (1.12, -1.48, -1.02)
O (1.33, -0.56, 2.15)
O (-0.63, -1.67, 2.01)
O (-1.30, -0.85, -0.16)
H (-1.51, 1.41, 0.60)
H (-0.01, 1.64, 1.69)
H (-0.32, 2.98, 0.26)
H (1.37, 1.03, -0.17)
H (0.26, 1.20, -1.30)
H (-0.44, -2.40, -1.68)
H (0.25, -3.19, -0.59)
H (1.90, -1.81, -0.44)
H (-1.43, -1.35, 0.61)

Results
Kohn-Sham gap: 8.241 eV
relative energy (zero: lowest compared OMol25 entry of this formula, charge and spin): 113.0 kJ/mol
max |F|: 3.85 eV Å⁻¹
charge: -1
M: 133.1 g mol⁻¹
HOMO: -4.208 eV



# 3
ORCA calculation (the ωB97M-V functional and the def2-TZVPD basis) on a cluster of 2 separate species, C4H9N2O3S in total in a non-equilibrium geometry.

Cartesian coordinates (Å):
C (-1.02, 2.01, 0.81)
C (1.16, 1.22, -0.08)
C (1.27, -1.41, -0.09)
C (2.05, -0.07, -0.15)
N (-3.06, -0.29, 0.85)
N (0.07, 1.17, 0.71)
O (-1.55, -0.39, -1.27)
O (1.49, 2.21, -0.79)
O (-3.67, 0.77, -1.58)
S (-2.53, 0.54, -0.66)
H (-0.65, 2.86, 0.17)
H (1.05, -1.78, 0.86)
H (0.46, -1.35, -0.73)
H (2.03, -2.11, -0.41)
H (2.67, -0.04, -1.08)
H (2.83, -0.09, 0.68)
H (-3.24, 0.53, 1.38)
H (-4.04, -0.62, 0.53)
H (-0.17, 0.29, 1.19)

Results
Kohn-Sham gap (alpha / beta): 7.193 / 7.192 eV
relative energy (zero: lowest compared OMol25 entry of this formula, charge and spin): 89.6 kJ/mol
max |F|: 3.98 eV Å⁻¹
charge: -1
M: 165.2 g mol⁻¹
HOMO (alpha / beta): -3.619 / -3.619 eV



# 4
ORCA calculation (the ωB97M-V functional and the def2-TZVPD basis) on the ion C4H9N2OS with charge +1 in a non-equilibrium geometry.

Cartesian coordinates (Å):
C (2.62, 1.14, -0.30)
C (1.22, 0.68, -0.24)
N (0.96, -0.52, -0.02)
S (2.14, -1.67, 0.44)
C (-0.38, -1.08, -0.11)
O (-0.49, -2.32, -0.33)
C (-1.45, -0.23, 0.16)
N (-2.67, -1.05, 0.10)
H (2.85, 0.98, 0.82)
H (2.64, 2.17, -0.47)
H (3.47, 0.56, -0.85)
H (0.45, 1.41, -0.25)
H (1.38, -2.64, -0.06)
H (-1.42, 0.90, 0.13)
H (-3.19, -1.24, 0.89)
H (-2.11, -1.85, -0.32)
H (-3.32, -0.55, -0.51)

Results
Kohn-Sham gap: 8.323 eV
relative energy (zero: lowest compared OMol25 entry of this formula, charge and spin): 363.5 kJ/mol
max |F|: 4.48 eV Å⁻¹
structure (SMILES): C/C=[N+](S)/C([O-])=C/[NH3+]
charge: +1
M: 133.2 g mol⁻¹
HOMO: -12.584 eV



Which value of relative energy (zero: lowest compared OMol25 entry of this formula, charge and spin) does entry 1 give? 78.7 kJ/mol



Look up the max |F| of the first one. 3.55 eV Å⁻¹